Below is the molecule C5H10N2O, with properties calculated with ωB97M-V with the def2-TZVPD basis set.

Structure (XYZ):
```
18
Properties=species:S:1:pos:R:3:forces:R:3:lowdin_charge:R:1
C -0.290707 1.397704 1.498888 0.44 0.50 -0.77 -0.0636
C 1.190196 -0.644296 1.528805 -0.44 -0.66 0.06 -0.0540
C -0.266042 0.616843 -1.443487 1.32 1.98 0.41 -0.4798
C -0.428364 -0.357880 -0.373718 1.06 1.03 1.41 -0.2386
C 0.185744 0.173775 0.767113 -1.22 -2.19 0.49 -0.2503
N -0.415228 0.238758 -2.748623 -0.48 -0.16 0.27 0.1594
N -0.642170 -1.727322 -0.589944 0.06 -0.41 -0.19 0.0840
O 0.252523 1.712885 -1.116808 -1.38 -0.75 -1.85 -0.0143
H -0.084750 0.886507 -3.448469 0.10 -0.24 0.11 0.1091
H -0.434270 -0.751409 -2.949537 -0.04 0.42 -0.28 0.0850
H -1.234615 -2.145947 0.120849 0.21 0.15 -0.21 0.0964
H -1.020960 -1.963206 -1.503500 0.18 0.10 0.36 0.0731
H -1.057250 1.937335 0.941261 0.14 -0.09 0.11 0.0809
H -0.702525 1.085684 2.467285 0.08 -0.13 -0.12 0.0859
H 1.320251 -1.645794 1.110818 -0.04 0.15 -0.05 0.0704
H 2.159301 -0.137873 1.452577 -0.11 0.13 0.12 0.0932
H 0.532232 2.086674 1.702275 0.00 0.05 0.04 0.0867
H 0.936632 -0.762439 2.584218 0.12 0.12 0.10 0.0763
```
Forces are in eV/Å.

The value obtained for the energy relative to the best compared isomer or geometry (same formula, charge and spin) is 164.83 kJ/mol. The molar mass comes out at 114.15 g mol⁻¹. The electronic energy is -10373.597 eV. The value obtained for the HOMO energy is -7.425 eV. The structure (SMILES) is CC(C)=C(N)C(N)=O. The charge is 0.

---

Below is the molecule C5H10N2O, with properties calculated with ωB97M-V with the def2-TZVPD basis set.

Structure (XYZ):
```
18
Properties=species:S:1:pos:R:3:forces:R:3:lowdin_charge:R:1
C -0.778262 0.386963 -1.666100 -1.72 -3.11 0.77 -0.1820
C -0.655147 0.747384 -0.176172 -1.79 0.04 -1.10 -0.3222
C 0.216266 -1.216975 0.945351 0.68 0.76 -1.26 -0.1300
C 1.348573 -0.158676 0.852557 -2.87 1.59 0.48 -0.1656
C 0.755980 1.066800 0.164024 1.98 -0.83 -3.04 -0.3019
H -0.571631 -1.693474 -1.646302 1.73 3.27 -0.78 0.1469
H -1.885486 0.194868 -1.973842 1.88 0.58 0.60 0.1451
H -0.330928 1.103059 -2.252260 0.85 1.70 -1.62 0.0761
H -1.428429 1.520496 0.076592 0.85 -0.23 -0.23 0.1592
H -1.719237 -0.381186 1.243221 0.23 0.18 0.12 0.1024
H 0.086001 -1.740935 1.885056 -0.13 0.28 0.40 0.0978
H 0.555606 -2.011170 0.212301 -0.75 0.78 0.57 0.1070
H 2.351862 -0.366520 0.728817 1.73 -0.87 -0.41 0.1012
H 0.422124 1.161188 2.152873 -0.17 0.24 -0.14 0.1029
H 1.490430 1.488841 -0.604971 -1.60 -0.08 0.89 0.1699
N -1.023002 -0.459549 0.520162 0.99 -1.87 1.26 -0.0241
N 1.166938 1.201797 1.463350 0.51 -0.75 2.87 0.0554
O -0.001657 -0.842912 -1.924656 -2.38 -1.69 0.63 -0.1380
```
Forces are in eV/Å.

The value obtained for the energy relative to the best compared isomer or geometry (same formula, charge and spin) is 275.53 kJ/mol. The molar mass comes out at 114.15 g mol⁻¹. The electronic energy is -10372.450 eV. The value obtained for the HOMO energy is -8.687 eV. The structure (SMILES) is OC[C@H]1NC[C@@H]2N[C@@H]21. The charge is 0.

---

Below is a structure of composition C5H10N2O, with properties calculated with ωB97M-V with the def2-TZVPD basis set.

Structure (XYZ):
```
18
Properties=species:S:1:pos:R:3:forces:R:3:lowdin_charge:R:1
C 1.373619 -0.099057 0.913880 0.03 -0.55 -0.23 -0.0763
C -0.431679 1.793417 0.722116 0.40 0.08 -0.88 -0.0168
C -0.526655 -0.611128 -0.329312 -2.94 0.72 1.66 -0.4408
C 0.006030 0.385297 0.569536 -0.83 -2.62 -0.27 -0.2174
N -1.393910 -0.237193 -1.367183 1.24 -0.24 0.54 0.1252
N -0.781763 -1.925216 0.144965 0.30 0.77 -0.39 0.1112
C 1.388592 -0.266821 -0.632990 2.09 4.31 0.24 -0.3243
O 1.531213 0.867385 -1.247357 0.51 -2.18 -0.47 -0.1584
H -1.104025 0.633576 -1.795457 -0.57 -0.23 -0.16 0.0954
H -2.344177 -0.576920 -1.366502 0.16 0.42 -0.08 0.0955
H -1.130897 -2.577295 -0.544613 0.66 -0.08 0.13 0.0908
H -0.167712 -2.243690 0.879891 -0.29 -0.30 -0.30 0.0837
H 1.757265 -1.229833 -1.037556 -0.90 0.01 0.02 0.1472
H 2.043869 0.665765 1.292304 0.05 -0.14 -0.10 0.1202
H 1.408968 -1.029386 1.479814 0.13 0.11 0.20 0.0975
H -1.091776 2.116460 -0.080873 -0.15 -0.05 0.13 0.0777
H -0.959587 1.868092 1.682398 0.08 -0.07 -0.12 0.1007
H 0.422626 2.466548 0.716938 0.03 0.04 0.10 0.0891
```
Forces are in eV/Å.

The value obtained for the energy relative to the best compared isomer or geometry (same formula, charge and spin) is 384.96 kJ/mol. The molar mass comes out at 114.15 g mol⁻¹. The electronic energy is -10371.315 eV. The value obtained for the HOMO energy (alpha / beta) is -7.009 / -7.009 eV. The charge is 0.

---

Below is a structure of composition C5H10N2O, with properties calculated with ωB97M-V with the def2-TZVPD basis set.

Structure (XYZ):
```
18
Properties=species:S:1:pos:R:3:forces:R:3:lowdin_charge:R:1
C 1.760914 -0.913876 0.085699 0.58 -4.83 -4.62 -0.3337
C 1.175611 0.088034 0.878770 0.08 4.01 -1.21 -0.1951
C -0.007401 1.653073 -0.431756 0.71 4.19 3.35 -0.1830
C -1.518836 -0.253112 -0.456841 -1.86 -1.87 1.36 -0.3542
C -2.611793 -0.892477 0.051889 -0.64 -2.66 -1.60 -0.0865
H 2.559467 0.585799 -0.411735 2.33 -1.93 -1.61 0.0910
H 1.805295 -1.898295 0.575398 1.61 0.57 1.29 0.1222
H 1.144191 -1.527136 -0.705818 -0.07 2.27 0.38 0.1266
H 0.308113 -0.230051 1.281868 -3.32 -0.49 1.13 0.0694
H 1.793261 0.307542 1.649108 2.12 0.48 2.64 0.0889
H 0.078907 2.723900 -0.805103 -1.64 -1.30 -0.69 0.1209
H -2.235273 1.580842 -0.373023 3.51 -0.81 1.62 0.1796
H -0.877799 -0.919183 -1.208427 -1.14 2.59 1.39 0.1291
H -2.865412 -1.879119 -0.922974 0.25 2.68 4.02 0.1486
H -3.271381 -0.673761 1.146788 1.96 -0.49 -4.01 0.1333
N 1.167746 1.541475 0.132655 -2.96 -5.07 -0.64 0.0656
N -1.320626 1.094362 0.120397 0.45 0.48 -4.75 -0.0267
O 2.915021 -0.388014 -0.606900 -1.95 2.19 1.94 -0.0961
```
Forces are in eV/Å.

The value obtained for the energy relative to the best compared isomer or geometry (same formula, charge and spin) is 778.15 kJ/mol. The molar mass comes out at 114.15 g mol⁻¹. The electronic energy is -10367.240 eV. The value obtained for the HOMO energy is -9.360 eV. The charge is 0.

---

Below is the molecule C5H10N2O, with properties calculated with ωB97M-V with the def2-TZVPD basis set.

Structure (XYZ):
```
18
Properties=species:S:1:pos:R:3:forces:R:3:lowdin_charge:R:1
O -3.103817 0.760764 0.676874 0.29 0.11 0.08 0.0291
C -2.159147 0.072601 0.344847 -2.11 0.74 0.45 -0.2106
C -0.787708 0.705580 0.230182 0.62 -0.96 0.81 -0.3581
C 0.344121 -0.271525 0.644766 0.56 -0.17 -0.79 -0.1172
C 1.195216 -0.672075 -0.542851 0.24 0.04 0.10 -0.4449
C 2.418255 -0.176045 -0.744509 0.20 0.23 -0.17 0.0291
N 0.514853 -1.496060 -1.422889 -0.77 -0.37 -0.12 0.0935
N -0.677639 1.899404 1.048984 -0.22 0.36 -0.98 0.0512
H -2.506713 -0.950998 0.111318 1.26 -0.39 -0.30 0.1249
H -0.728048 0.903927 -0.848177 0.36 0.37 0.15 0.1508
H 1.049392 0.164435 1.350731 -0.41 0.32 0.14 0.1119
H -0.071478 -1.164984 1.113172 -0.06 -0.13 0.05 0.1136
H 2.880704 0.541824 -0.081888 -0.29 -0.07 0.25 0.0515
H 3.009095 -0.366213 -1.631647 -0.19 -0.31 -0.10 0.0488
H -0.201813 -2.065000 -1.003792 -0.03 0.01 0.07 0.0804
H 0.957875 -1.997756 -2.171119 0.51 0.28 -0.01 0.0923
H -1.516512 2.456566 0.897917 0.18 0.00 0.33 0.0749
H -0.616634 1.655555 2.028080 -0.15 -0.04 0.03 0.0788
```
Forces are in eV/Å.

The value obtained for the energy relative to the best compared isomer or geometry (same formula, charge and spin) is 153.93 kJ/mol. The molar mass comes out at 114.15 g mol⁻¹. The electronic energy is -10373.710 eV. The value obtained for the HOMO energy is -8.413 eV. The structure (SMILES) is C=C(N)C[C@H](N)C=O. The charge is 0.

---

Below is a structure of composition C5H10N2O, with properties calculated with ωB97M-V with the def2-TZVPD basis set.

Structure (XYZ):
```
18
Properties=species:S:1:pos:R:3:forces:R:3:lowdin_charge:R:1
C 0.559315 -1.060574 -2.009186 0.18 0.35 0.32 -0.0014
C -1.007930 1.712920 1.311752 0.00 0.08 -0.19 -0.0697
C 0.187801 -0.021111 -0.964666 -1.40 -1.08 0.94 -0.5670
C 0.081000 -0.544502 0.480344 -0.21 0.10 -1.63 -0.4562
N 0.325500 -1.882136 0.850275 0.03 -0.60 0.25 0.1018
C -0.081359 0.540910 1.378697 0.69 0.14 -1.39 -0.0504
O -0.735457 0.888072 -1.511196 0.05 0.31 -0.06 -0.0052
N 1.153406 0.396939 -0.043191 0.22 0.50 2.05 0.1773
H -0.283297 1.739286 -1.568507 -0.04 -0.02 0.00 0.1052
H 1.300340 -2.153938 0.807492 -0.04 0.18 -0.03 0.0873
H -0.054267 -2.127653 1.756337 0.01 0.15 -0.12 0.0791
H 0.341385 0.362567 2.369608 0.41 0.12 -0.27 0.1274
H 1.229556 -1.804371 -1.591356 0.06 -0.07 -0.08 0.0682
H 1.041036 -0.552413 -2.844849 0.04 -0.07 -0.03 0.0825
H -0.344129 -1.550885 -2.371429 0.01 0.05 0.05 0.0877
H -1.604955 1.719732 0.405208 0.00 -0.06 0.09 0.0681
H -1.667217 1.691462 2.182497 0.00 -0.03 0.02 0.0803
H -0.440729 2.645695 1.362169 -0.02 -0.06 0.07 0.0848
```
Forces are in eV/Å.

The value obtained for the energy relative to the best compared isomer or geometry (same formula, charge and spin) is 336.81 kJ/mol. The molar mass comes out at 114.15 g mol⁻¹. The electronic energy is -10371.814 eV. The value obtained for the HOMO energy is -8.619 eV. The charge is 0.